w:
6
Properties=species:S:1:pos:R:3:lowdin_charge:R:1 method="wB97M-V/def2-TZVPD" charge=-1 e_lumo_ev="3.852 / 3.608" homo_energy_ha="-0.12972 / -0.13074" gap_ha="0.27127 / 0.26332"
N 1.12535 -0.13016 -0.58485 -0.2918
O 2.08778 0.79019 -0.81912 -0.2985
O -0.82935 -1.24057 0.70242 -0.6920
S -0.97818 -0.16983 -0.28942 0.4766
Cl -2.55621 1.08322 0.62228 -0.1475
H 1.15061 -0.33285 0.36869 -0.0468


x:
6
Properties=species:S:1:pos:R:3:lowdin_charge:R:1 method="wB97M-V/def2-TZVPD" charge=-1 e_lumo_ev=3.988 homo_energy_ha=-0.18660 gap_ha=0.33317
N 1.07103 0.13285 0.70746 -0.2979
S -0.10047 -0.48522 -0.00330 0.2483
O -0.82853 -1.39602 0.77786 -0.3759
O -0.08513 -0.49110 -1.46409 -0.4446
Cl -1.60925 1.45038 0.07169 -0.2056
H 1.55235 0.78912 -0.08962 0.0757


Name the most stable of them. x.